# 1
{
  "formula": "C3H6FN3",
  "method": "ωB97M-V/def2-TZVPD",
  "mol_weight_g_mol": 103.1,
  "lumo_ev": 0.81,
  "smiles": "N/C=C(F)\\C=N\\N",
  "e_above_lowest_kcal_mol": 35.6,
  "homo_energy_ev": -7.8,
  "elements": ["N", "C", "C", "F", "C", "N", "N", "H", "H", "H", "H", "H", "H"],
  "coordinates": [[2.27170, -0.86097, -0.17997], [1.85461, 0.43772, -0.09711], [0.58050, 0.88783, -0.06937], [0.38853, 2.24425, -0.07256], [-0.62668, 0.07282, -0.13100], [-1.79147, 0.63561, -0.09468], [-2.88129, -0.21584, -0.18425], [3.11260, -0.99709, 0.34712], [1.55781, -1.53610, 0.08333], [2.58943, 1.29799, -0.07813], [-0.58878, -1.04596, -0.09733], [-2.76687, -1.12008, 0.32297], [-3.70009, 0.19983, 0.25096]],
  "nbo_charge": [-0.793, -0.047, 0.255, -0.327, -0.055, -0.205, -0.637, 0.379, 0.375, 0.216, 0.151, 0.326, 0.362]
}

---

# 2
{
  "formula": "C3H6FNO",
  "method": "ωB97M-V/def2-TZVPD",
  "mol_weight_g_mol": 91.1,
  "lumo_ev": 0.93,
  "smiles": "C[C@@](N)(F)C=O",
  "e_above_lowest_kcal_mol": 42.2,
  "homo_energy_ev": -10.0,
  "elements": ["C", "C", "N", "F", "C", "O", "H", "H", "H", "H", "H", "H"],
  "coordinates": [[1.38443, -0.31986, -0.33256], [-0.24059, -0.02060, -0.08281], [-0.65824, 1.34616, -0.22411], [-0.90064, -0.74997, -1.12001], [-0.73354, -0.71311, 1.17580], [-0.13985, -1.03761, 2.13123], [1.87179, 0.46919, 0.01071], [1.62854, -0.22047, -1.40731], [1.49065, -1.20516, 0.09054], [-0.17549, 1.91256, -0.88920], [-1.61458, 1.49111, -0.49795], [-1.91248, -0.95224, 1.14567]],
  "nbo_charge": [-0.591, 0.388, -0.847, -0.394, 0.428, -0.483, 0.210, 0.219, 0.216, 0.378, 0.381, 0.095]
}

---

# 3
{
  "formula": "C3H6FNO",
  "method": "ωB97M-V/def2-TZVPD",
  "mol_weight_g_mol": 91.1,
  "lumo_ev": [-0.25, 0.81],
  "e_above_lowest_kcal_mol": 103.7,
  "homo_energy_ev": [-7.5, -8.4],
  "elements": ["C", "C", "C", "N", "O", "F", "H", "H", "H", "H", "H", "H"],
  "coordinates": [[-1.39864, -0.25300, -0.27100], [1.53554, 0.59344, -0.42579], [1.33939, -0.51163, 0.38557], [-2.56013, -0.97456, -0.00946], [-1.26178, 0.76892, -0.91890], [1.45958, -1.79773, -0.12814], [1.21759, -0.49451, 1.46267], [0.55131, 1.13820, -0.72496], [1.64480, 0.40712, -1.46004], [2.13270, 1.29963, -0.02365], [-2.13801, -1.89312, 0.20990], [-3.31084, -0.88622, -0.63883]],
  "nbo_charge": [0.550, -0.791, 0.282, -0.858, -0.583, -0.357, 0.169, 0.307, 0.255, 0.231, 0.407, 0.389]
}

---

# 4
{
  "formula": "C3H6FNO2",
  "method": "ωB97M-V/def2-TZVPD",
  "mol_weight_g_mol": 107.1,
  "lumo_ev": 0.63,
  "smiles": "CN(C)F.O=C=O",
  "e_above_lowest_kcal_mol": 55.4,
  "homo_energy_ev": -9.2,
  "elements": ["C", "N", "C", "F", "H", "H", "H", "H", "H", "H", "O", "C", "O"],
  "coordinates": [[1.33144, -0.96794, -1.17765], [1.14723, -0.07504, -0.00195], [0.49475, 1.22582, -0.31211], [0.46914, -0.82131, 1.00427], [1.83515, -1.81688, -0.80857], [0.40622, -1.14851, -1.81506], [2.04476, -0.51738, -1.81546], [0.37475, 1.40687, -1.41057], [-0.58522, 1.07608, 0.08066], [1.10709, 1.98784, 0.22916], [-2.56601, 0.94693, 2.30267], [-2.87339, -0.12406, 2.04352], [-3.18591, -1.17242, 1.68110]],
  "nbo_charge": [-0.445, -0.050, -0.468, -0.282, 0.218, 0.175, 0.209, 0.210, 0.212, 0.221, -0.512, 1.024, -0.512]
}

---

# 5
{
  "formula": "C3H6FNO2",
  "method": "ωB97M-V/def2-TZVPD",
  "mol_weight_g_mol": 107.1,
  "lumo_ev": 0.39,
  "e_above_lowest_kcal_mol": 69.9,
  "homo_energy_ev": -7.7,
  "elements": ["C", "C", "C", "N", "O", "O", "F", "H", "H", "H", "H", "H", "H"],
  "coordinates": [[2.37893, -0.82885, -0.14140], [-1.19904, -0.42503, 0.75403], [0.51223, 0.74842, -0.50387], [-1.02856, 0.24610, -0.52475], [2.40888, -0.53872, 0.98395], [2.40445, -1.30916, -1.18348], [0.52039, 1.89490, -1.31130], [-0.57603, -1.42994, 0.82572], [-0.83103, 0.26263, 1.49122], [-2.28422, -0.56132, 0.99445], [0.53697, 1.28963, 0.50287], [-1.69150, 1.00443, -0.54007], [-1.15147, -0.35311, -1.34738]],
  "nbo_charge": [1.041, -0.432, -0.082, -0.579, -0.566, -0.537, -0.419, 0.240, 0.225, 0.209, 0.087, 0.395, 0.419]
}

---

# 6
{
  "formula": "C3H6FNO2",
  "method": "ωB97M-V/def2-TZVPD",
  "mol_weight_g_mol": 107.1,
  "lumo_ev": -0.09,
  "e_above_lowest_kcal_mol": 69.6,
  "homo_energy_ev": -8.8,
  "elements": ["C", "C", "C", "N", "O", "O", "F", "H", "H", "H", "H", "H", "H"],
  "coordinates": [[1.34437, 0.60404, -0.07379], [-1.68375, 0.57563, 0.42299], [0.41852, -0.57516, -0.07341], [-0.81076, -0.57300, 0.49301], [0.98399, 1.73298, 0.11460], [2.61964, 0.28920, -0.30466], [1.06717, -1.74926, 0.15293], [-1.95232, 0.81429, -0.61299], [-2.58232, 0.35077, 1.00002], [-1.17288, 1.43770, 0.85010], [0.29482, -0.78252, -1.92867], [-1.28483, -1.46520, 0.40402], [2.75836, -0.65947, -0.44416]],
  "nbo_charge": [0.709, -0.421, 0.475, -0.608, -0.552, -0.652, -0.354, 0.196, 0.209, 0.240, -0.146, 0.400, 0.504]
}

---

# 7
{
  "formula": "C3H6FO3Tl",
  "method": "ωB97M-V/def2-TZVPD",
  "total_charge": 2,
  "mol_weight_g_mol": 313.5,
  "lumo_ev": -15.39,
  "e_above_lowest_kcal_mol": 29.7,
  "homo_energy_ev": -19.9,
  "elements": ["Tl", "F", "C", "O", "C", "O", "O", "C", "H", "H", "H", "H", "H", "H"],
  "coordinates": [[1.17203, 2.03287, 1.09114], [1.96345, 0.20191, 1.65305], [-2.06854, 1.31331, -0.60835], [-1.59664, 0.01898, -0.47296], [-0.24522, -0.17505, -0.13828], [0.52891, 0.77243, 0.07641], [0.06843, -1.43829, -0.08951], [1.39657, -1.83585, 0.13052], [-3.13522, 1.31122, -0.83256], [-1.52134, 1.71954, -1.45903], [-1.89422, 2.02926, 0.19485], [1.96231, -1.44400, 0.97581], [2.02043, -1.58412, -0.72711], [1.34904, -2.92220, 0.20602]],
  "mulliken_charge": [1.399, -0.396, -0.701, -0.229, 0.998, -0.201, -0.169, -0.671, 0.271, 0.406, 0.220, 0.359, 0.407, 0.306]
}

---

# 8
{
  "formula": "C3H6I2NS",
  "method": "ωB97M-V/def2-TZVPD",
  "total_charge": 1,
  "mol_weight_g_mol": 342.0,
  "lumo_ev": -5.39,
  "e_above_lowest_kcal_mol": 21.2,
  "homo_energy_ev": -12.9,
  "elements": ["C", "C", "C", "N", "S", "I", "I", "H", "H", "H", "H", "H", "H"],
  "coordinates": [[0.45426, -0.13671, 0.44082], [0.75587, 1.35470, 0.11915], [-0.75568, -1.95389, -0.95679], [-0.62280, -0.77225, -0.29464], [-0.61276, 2.47033, 0.73409], [0.93125, -3.16567, -1.39326], [-2.60901, -2.30873, -1.85536], [1.31657, -0.82358, 0.21475], [0.42219, -0.10777, 1.46902], [1.55762, 1.54788, 0.85946], [0.93665, 1.42745, -0.94857], [-1.60090, -0.23479, -0.34262], [-0.17326, 2.70305, 1.95396]],
  "nbo_charge": [-0.257, -0.504, -0.068, -0.529, -0.032, 0.407, 0.427, 0.222, 0.242, 0.257, 0.242, 0.450, 0.144]
}

---

# 9
{
  "formula": "C3H6I2O2S",
  "method": "ωB97M-V/def2-TZVPD",
  "mol_weight_g_mol": 360.0,
  "lumo_ev": -0.31,
  "e_above_lowest_kcal_mol": 2.1,
  "homo_energy_ev": -9.4,
  "elements": ["C", "C", "C", "O", "O", "S", "I", "I", "H", "H", "H", "H", "H", "H"],
  "coordinates": [[-0.33278, -0.94662, 0.15492], [0.47667, -0.97194, 1.40775], [2.94411, 0.23070, -0.29821], [0.58396, 1.54969, 0.92874], [2.27200, 0.55731, 2.46948], [1.45888, 0.46971, 1.30570], [3.45667, -1.79731, -0.25742], [4.52184, 1.50866, 0.08470], [-1.02724, -0.09801, 0.04219], [0.15415, -0.89707, -0.88548], [-0.92567, -1.81143, 0.12941], [1.12114, -1.90138, 1.41136], [-0.14503, -0.78963, 2.26898], [2.50289, 0.41780, -1.19978]],
  "nbo_charge": [-0.643, -0.691, -0.766, -0.924, -0.924, 2.116, 0.176, 0.254, 0.243, 0.223, 0.222, 0.268, 0.267, 0.178]
}

---

# 10
{
  "formula": "C3H6I3N",
  "method": "ωB97M-V/def2-TZVPD",
  "mol_weight_g_mol": 436.8,
  "lumo_ev": [-1.27, -0.97],
  "e_above_lowest_kcal_mol": 66.4,
  "homo_energy_ev": [-9.1, -8.2],
  "elements": ["C", "C", "C", "N", "I", "I", "I", "H", "H", "H", "H", "H", "H"],
  "coordinates": [[1.39959, 1.07341, -2.19003], [1.01726, -0.25394, 2.03432], [1.02986, 0.81851, 1.07528], [0.95468, 0.04847, -1.31743], [0.15175, 0.47113, 3.96966], [2.73027, 2.03860, 1.09258], [2.25379, -1.47279, -1.14835], [2.10600, 1.64830, -1.62727], [1.76996, 0.60439, -3.06768], [0.51936, 1.76662, -2.52804], [0.36486, -1.11264, 1.96212], [2.00069, -0.66558, 2.22458], [0.03915, 1.45600, 1.03710]],
  "nbo_charge": [-0.502, -0.585, -0.297, -0.462, 0.026, 0.179, 0.289, 0.217, 0.211, 0.206, 0.256, 0.234, 0.228]
}